(1)
The following is a quantum chemistry calculation of an isolated molecule of ClFOS, from OMol25.

The geometry in XYZ format:
```
4
ClFOS | OMol25 | the ωB97M-V functional and the def2-TZVPD basis
O -0.7140 -1.6069 0.3264
F 0.7873 1.5210 0.6956
S -0.1910 0.9123 -0.4912
Cl 0.1177 -0.8264 -0.5307
```

Results
energy relative to the best compared isomer or geometry (same formula, charge and spin)	4.659	eV
LUMO	-0.00335	hartree
molecular weight	102.517	u


(2)
The following is a quantum chemistry calculation of a cluster of 6 separate species, ClH10O5 in total, from OMol25.

The geometry in XYZ format:
```
16
ClH10O5 | OMol25 | the ωB97M-V functional and the def2-TZVPD basis
Cl -0.7352 -0.3593 -1.1905
O 2.2129 -0.4368 -2.2686
H 1.4233 -0.7818 -1.8570
H 2.7461 -1.1437 -2.6375
O 1.6413 1.3045 0.0948
H 2.2518 1.6693 -0.5518
H 1.1098 0.7395 -0.4754
O 1.1415 -1.3297 1.2810
H 0.4830 -1.1071 0.5916
H 2.0096 -1.0084 0.9446
O -1.7838 -0.6343 2.4687
H -1.5288 -0.8202 1.5820
H -2.6716 -0.3473 2.4650
O -2.8303 1.3418 0.2269
H -3.1790 2.0916 -0.2539
H -2.2907 0.8219 -0.4199
```

Results
energy relative to the best compared isomer or geometry (same formula, charge and spin)	0.565	eV
LUMO	0.13201	hartree
molecular weight	125.528	u
total charge	-1


(3)
The following is a quantum chemistry calculation of a structure of composition ClH12LiO6, from OMol25.

The geometry in XYZ format:
```
20
ClH12LiO6 | OMol25 | the ωB97M-V functional and the def2-TZVPD basis
Li -2.3180 -0.4466 1.3111
Cl -0.2423 -0.4174 0.1418
O -1.0648 -4.1794 0.2068
H -0.8695 -3.2898 0.5014
H -1.1741 -4.0998 -0.7408
O 0.1523 2.9862 -0.7186
H 0.0557 2.1016 -0.3660
H -0.3673 2.9821 -1.5226
O 1.9361 1.0628 2.0806
H 1.4009 0.4836 1.5381
H 1.6796 1.9457 1.8144
O -1.1008 -1.0906 -3.0457
H -1.5463 -1.9100 -2.8304
H -0.6717 -0.8294 -2.2310
O -0.8034 1.1661 3.1956
H -0.5421 0.5843 3.9094
H -0.0860 1.1089 2.5645
O 1.8688 0.4429 -2.2870
H 1.3750 0.1594 -1.5176
H 2.3178 1.2395 -2.0039
```

Results
energy relative to the best compared isomer or geometry (same formula, charge and spin)	0.896	eV
LUMO	-0.05646	hartree
molecular weight	150.484	u


(4)
The following is a quantum chemistry calculation of a structure of composition ClH12O6, from OMol25.

The geometry in XYZ format:
```
19
ClH12O6 | OMol25 | the ωB97M-V functional and the def2-TZVPD basis
Cl 18.6636 -1.6420 18.1465
O 20.6876 -2.6834 19.8190
H 20.6627 -2.0219 19.1276
H 19.7679 -2.8487 20.0263
O 17.0266 -2.5105 16.0987
H 17.3377 -2.0451 16.8752
H 16.2632 -2.0108 15.8092
O 18.8208 -0.9340 20.5954
H 17.9128 -0.8790 20.8936
H 18.7564 -1.1997 19.6780
O 21.0181 -1.2971 17.0283
H 20.1936 -1.3757 17.5082
H 21.6952 -1.3678 17.7013
O 19.7436 -4.1811 17.5018
H 19.2695 -3.5150 17.9996
H 20.6333 -3.8360 17.4260
O 17.6024 0.8006 17.5278
H 18.0584 0.1359 18.0440
H 17.2524 0.3224 16.7761
```

Results
energy relative to the best compared isomer or geometry (same formula, charge and spin)	2.867	eV
LUMO	0.13144	hartree
molecular weight	143.543	u
total charge	-1


(5)
The following is a quantum chemistry calculation of a structure of composition ClH12O6Zn, from OMol25.

The geometry in XYZ format:
```
20
ClH12O6Zn | OMol25 | the ωB97M-V functional and the def2-TZVPD basis
Zn -0.1244 -0.0112 2.1137
Cl -0.0675 0.0123 0.3928
O -1.2383 2.2109 0.6423
H -1.0117 3.0654 0.2755
H -0.6214 1.6033 0.2342
O 2.2279 -0.9462 -0.1731
H 1.2968 -1.1542 -0.2503
H 2.4628 -1.2221 0.7129
O -2.4477 -0.4044 -0.0889
H -2.7148 -0.0455 -0.9351
H -1.5116 -0.2132 -0.0317
O -1.4198 -2.0422 0.6961
H -0.8139 -1.3088 0.5903
H -1.8511 -2.1219 -0.1547
O 0.7301 -1.0982 -1.6077
H 1.5511 -0.6266 -1.7488
H 0.3338 -0.6686 -0.8497
O 1.9886 1.7096 0.3573
H 1.7478 2.3377 -0.3237
H 1.4833 0.9239 0.1486
```

Results
energy relative to the best compared isomer or geometry (same formula, charge and spin)	8.507	eV
LUMO	-0.33172	hartree
molecular weight	208.933	u
total charge	+1


(6)
The following is a quantum chemistry calculation of a cluster of 8 separate species, ClH14O7 in total, from OMol25.

The geometry in XYZ format:
```
22
ClH14O7 | OMol25 | the ωB97M-V functional and the def2-TZVPD basis
Cl 0.0879 -0.4217 -0.0451
O 0.4961 3.9751 3.0446
H 0.9232 4.6585 2.5281
H 0.3485 3.2618 2.4236
O -2.4363 -3.8637 -2.6422
H -1.8984 -4.0264 -3.4171
H -1.9818 -3.1610 -2.1777
O -3.3503 1.4457 3.7380
H -2.7052 1.1879 3.0796
H -2.9971 1.1130 4.5632
O -0.0813 -2.7297 4.1561
H 0.6676 -3.2468 4.4526
H 0.1388 -2.4814 3.2582
O 2.3481 -4.0508 -2.6767
H 1.9064 -3.3406 -2.2112
H 1.8723 -4.1281 -3.5037
O 3.7605 1.7157 -3.9780
H 4.0771 0.8126 -3.9994
H 3.0563 1.7079 -3.3297
O -1.1238 4.1212 -1.0637
H -1.0472 3.1676 -1.0312
H -2.0614 4.2832 -1.1684
```

Results
energy relative to the best compared isomer or geometry (same formula, charge and spin)	1.952	eV
LUMO	0.10340	hartree
molecular weight	161.558	u
total charge	-1